[1]
The following is a DFT calculation (ωB97M-V with the def2-TZVPD basis set) of a molecular structure, C25H72N3O13 in a non-equilibrium geometry.

```
! RIJCOSX wB97M-V def2-TZVPD def2/J DEFGRID3
* xyz -1 1
C 0.07 -0.88 0.34
O -1.23 -0.66 -0.26
H 0.62 -1.31 -0.45
H 0.09 -1.59 1.33
H 0.56 0.14 0.84
C -4.41 -0.61 -1.97
O -3.48 -1.57 -2.08
H -4.99 -0.74 -1.10
H -4.88 -0.55 -2.85
H -4.09 0.28 -2.03
H -2.98 -1.71 -1.36
C -1.57 -3.91 0.46
O -2.08 -2.81 -0.13
H -1.28 -4.69 -0.31
H -2.22 -4.14 1.40
H -0.56 -3.70 0.78
H -1.85 -2.15 0.54
C 2.51 -3.43 -0.61
O 3.70 -4.33 -0.62
H 2.34 -2.71 -1.45
H 2.81 -2.76 0.24
H 1.54 -3.79 -0.54
H 4.02 -4.65 -1.44
C -3.82 -1.33 1.80
O -2.63 -1.30 2.37
H -3.66 -1.27 0.73
H -4.56 -0.36 1.92
H -4.43 -2.25 1.94
H -1.99 -0.88 1.75
C -0.74 0.17 -2.18
O -0.16 0.70 -0.94
H -1.62 0.45 -2.55
H -0.68 -0.88 -2.17
H -0.37 0.59 -2.96
H -0.49 0.06 -0.09
C -3.54 1.80 0.68
O -2.62 1.72 1.80
H -3.89 2.80 0.23
H -4.45 1.48 1.01
H -3.23 1.07 -0.10
H -1.98 0.99 1.48
C 1.84 3.74 -6.17
O 2.21 4.07 -4.90
C 1.24 3.59 -4.02
C 1.47 4.02 -2.58
N 0.49 3.55 -1.65
C 0.72 4.14 -0.25
C -0.34 3.98 0.79
O -0.02 4.63 1.93
C -0.89 4.29 3.08
H 2.15 2.60 -6.37
H 2.26 4.35 -7.05
H 0.78 4.03 -6.31
H 1.25 2.63 -4.17
H 0.31 4.07 -4.39
H 1.41 5.23 -2.60
H 2.54 3.67 -2.30
H 0.40 2.59 -1.51
H 0.96 5.24 -0.51
H 1.65 3.61 0.18
H -0.59 2.88 0.88
H -1.40 4.39 0.49
H -1.80 4.66 2.92
H -0.27 4.99 3.72
H -0.63 3.21 3.38
C -3.17 -4.74 3.31
O -2.07 -3.87 3.78
C -0.78 -4.37 3.54
C 0.22 -3.29 3.89
N -0.26 -2.71 5.12
C 0.47 -1.47 5.47
C 0.16 -0.30 4.62
O -1.34 -0.14 4.58
C -1.63 1.09 3.81
H -3.10 -4.84 2.28
H -4.33 -4.37 3.54
H -3.14 -5.76 3.64
H -0.71 -4.67 2.48
H -0.79 -5.25 4.26
H -0.03 -2.47 3.02
H 1.15 -3.68 3.83
H -0.09 -3.14 6.07
H 1.57 -1.71 5.31
H 0.43 -1.30 6.66
H 0.50 -0.25 3.68
H 0.54 0.56 5.20
H -2.71 1.29 3.62
H -1.16 0.83 2.84
H -1.20 2.03 4.47
C 3.16 1.79 2.15
O 3.72 1.91 0.83
C 3.40 0.94 0.08
C 3.81 0.89 -1.43
N 3.08 -0.13 -2.18
C 3.25 0.16 -3.58
C 2.28 -0.65 -4.53
O 2.71 -0.60 -5.90
C 1.70 -1.34 -6.70
H 2.21 2.23 2.34
H 3.47 2.55 2.90
H 3.30 0.75 2.50
H 2.30 0.84 0.09
H 3.59 0.03 0.64
H 4.97 0.87 -1.56
H 3.64 1.84 -1.82
H 2.22 0.14 -1.80
H 4.21 -0.07 -3.97
H 3.08 1.20 -3.74
H 1.32 -0.45 -4.41
H 2.28 -1.50 -4.10
H 2.15 -1.35 -7.64
H 0.68 -0.63 -6.78
H 1.41 -2.28 -6.48
*
```



[2]
The following is a DFT calculation (ωB97M-V with the def2-TZVPD basis set) of 9 unconnected molecules or ions with the total composition C25H72N6O13 in a non-equilibrium geometry.

```
! RIJCOSX wB97M-V def2-TZVPD def2/J DEFGRID3
* xyz 0 1
C -4.72 6.48 -0.04
O -4.15 5.29 0.40
C -4.60 4.87 1.66
C -4.48 3.36 1.81
N -3.07 3.03 1.83
C -2.74 1.63 1.61
C -3.16 0.68 2.74
O -4.55 0.43 2.59
C -5.09 -0.51 3.48
H -4.35 6.70 -1.04
H -4.44 7.29 0.66
H -5.81 6.58 -0.05
H -5.69 5.06 1.73
H -4.21 5.33 2.57
H -4.96 2.80 0.99
H -4.99 3.04 2.73
H -2.60 3.58 1.12
H -1.66 1.57 1.48
H -3.30 1.25 0.74
H -2.93 1.08 3.73
H -2.61 -0.25 2.53
H -6.16 -0.37 3.57
H -4.70 -0.29 4.49
H -4.79 -1.54 3.29
C -6.10 1.40 -2.83
O -6.17 0.21 -2.02
C -5.12 0.19 -1.07
C -4.89 -1.16 -0.37
N -3.81 -1.96 -0.91
C -4.22 -2.69 -2.13
C -2.96 -3.22 -2.82
O -2.02 -2.23 -3.17
C -2.54 -1.14 -3.94
H -6.75 1.16 -3.67
H -5.08 1.52 -3.19
H -6.50 2.26 -2.29
H -5.46 0.86 -0.26
H -4.17 0.60 -1.43
H -5.77 -1.81 -0.48
H -4.93 -1.07 0.71
H -2.95 -1.50 -1.19
H -4.86 -2.06 -2.76
H -4.91 -3.50 -1.87
H -3.27 -3.75 -3.73
H -2.46 -3.85 -2.08
H -3.21 -0.59 -3.28
H -3.08 -1.57 -4.79
H -1.74 -0.52 -4.34
C 1.88 4.01 6.85
O 1.85 3.16 5.73
C 2.55 1.94 5.86
C 2.58 1.26 4.50
N 3.95 1.10 3.99
C 3.93 0.38 2.73
C 5.29 0.14 2.12
O 5.91 1.38 1.83
C 7.18 1.20 1.23
H 1.47 3.52 7.74
H 1.26 4.89 6.65
H 2.88 4.41 7.03
H 2.02 1.31 6.59
H 3.56 2.18 6.19
H 1.95 1.72 3.74
H 2.17 0.25 4.61
H 4.39 1.99 3.82
H 3.32 0.86 1.95
H 3.47 -0.60 2.90
H 5.25 -0.50 1.23
H 5.87 -0.42 2.86
H 7.59 2.13 0.85
H 7.09 0.51 0.39
H 7.87 0.85 2.01
C 4.44 0.40 -2.19
O 3.74 -0.81 -2.17
C 2.79 -0.91 -3.19
C 2.10 -2.27 -3.30
N 2.99 -3.33 -3.83
C 3.77 -4.03 -2.83
C 4.56 -5.19 -3.39
O 5.61 -4.68 -4.20
C 6.17 -5.59 -5.10
H 5.22 0.38 -1.43
H 3.77 1.27 -2.21
H 4.94 0.53 -3.17
H 3.13 -0.56 -4.18
H 1.99 -0.17 -3.04
H 1.25 -2.15 -3.97
H 1.67 -2.58 -2.35
H 3.64 -2.83 -4.42
H 3.10 -4.50 -2.09
H 4.39 -3.39 -2.19
H 3.90 -5.88 -3.92
H 5.03 -5.80 -2.61
H 6.81 -5.01 -5.76
H 5.41 -6.14 -5.68
H 6.82 -6.32 -4.61
N 0.73 -0.15 0.45
C -0.33 -0.46 -0.34
N -0.34 -1.78 -0.71
O -1.17 0.37 -0.71
H 0.76 0.84 0.70
H 1.37 -0.85 0.78
H -1.07 -2.02 -1.36
H 0.17 -2.52 -0.26
O -2.28 2.68 -1.73
H -1.39 2.95 -1.97
H -2.16 1.79 -1.36
O 3.26 -2.41 0.12
H 3.36 -1.92 -0.73
H 2.53 -3.04 -0.04
O 0.98 -4.13 0.27
H 1.61 -4.49 0.92
H 0.74 -4.88 -0.28
O 1.05 2.70 1.26
H 1.10 3.42 0.63
H 1.26 3.10 2.11
*
```

Calculated values
SMILES = COCCNCCOC.COCCNCCOC.COCCNCCOC.COCCNCCOC.NC(N)=O.O.O.O.O



Summary of E_HOMO in eV
-4.2 -7.9
(order as listed above)
Summary of energy in eV
-58153.1554 -62646.2973
(order as listed above)